Record 1
DFT (ωB97M-V/def2-TZVPD) results for a molecular structure, C27H21IrN6O2.

As for the total charge: +3. Its expectation value of S² is 0.75. The orbital gap (alpha / beta) comes out at 6.0570 / 6.0519 eV. As for the multiplicity: 2.

Element x y z (Å)
Ir -0.856 -1.938 2.504
O 3.567 4.434 -6.468
O 1.186 -1.583 2.559
N 3.089 2.261 -0.652
N -3.249 -3.144 3.477
N -2.817 -2.434 2.547
N 2.543 3.188 -1.365
N -0.979 -3.263 4.039
N -0.614 -0.392 1.080
C 0.676 -0.018 0.907
C 3.630 2.514 -3.436
C -5.968 -1.179 1.062
C 0.067 1.704 -0.623
C -0.232 -4.541 5.894
C -4.497 -1.936 -0.697
C -2.575 -4.405 5.415
C 0.016 -3.723 4.799
C 1.635 -0.733 1.763
C -3.806 -2.033 1.585
C 2.264 4.606 -3.204
C 3.030 -0.407 1.698
C 2.799 3.387 -2.619
C -3.526 -2.247 0.241
C -5.711 -1.395 -0.286
C 2.513 1.330 0.021
C 1.072 1.009 0.059
C 2.520 4.916 -4.484
C -1.558 0.295 0.440
C 4.394 3.686 -7.417
C -1.247 1.350 -0.414
C 3.899 2.830 -4.714
C 3.347 4.043 -5.273
C -5.019 -1.514 2.015
C 3.429 0.582 0.883
C -1.535 -4.883 6.209
C -2.251 -3.602 4.347
H 0.304 2.523 -1.286
H 3.990 2.684 -7.536
H 1.669 5.250 -2.569
H 4.062 1.630 -2.984
H -5.211 -1.374 3.070
H -3.611 -4.646 5.606
H 1.017 -3.428 4.517
H -2.582 -0.003 0.610
H 3.714 -0.948 2.337
H -4.316 -2.134 -1.744
H -1.746 -5.518 7.059
H 4.469 0.879 0.833
H 4.312 4.244 -8.342
H -6.466 -1.152 -1.022
H 2.149 5.817 -4.955
H 5.421 3.680 -7.061
H 0.599 -4.899 6.484
H -2.586 -2.696 -0.061
H -6.916 -0.763 1.374
H 4.544 2.207 -5.316
H -2.052 1.880 -0.903



Record 2
DFT (ωB97M-V/def2-TZVPD) results for a molecular structure, C9H40BCrO9 in a non-equilibrium geometry.

As for the total charge: +2. Its expectation value of S² is 3.81. The orbital gap (alpha / beta) comes out at 4.4277 / 6.0868 eV. As for the multiplicity: 4. The energy above the lowest of the compared OMol25 structures with the same formula, charge and spin comes out at 0.000 eV.

Element x y z (Å)
Cr 0.889 0.274 -1.814
O 2.882 0.182 -1.127
O 1.315 -1.774 -1.858
O 1.423 2.271 -1.577
O -1.254 2.461 -2.309
O -4.116 2.318 3.290
O -2.226 -3.444 3.094
O -0.970 -0.476 -2.369
O 0.469 1.071 3.445
O 1.420 -3.343 0.517
C 1.729 1.694 3.351
C -3.965 1.331 2.295
C 2.403 3.085 -2.287
C -1.708 -1.542 -1.692
C 3.395 -0.415 0.092
C -1.481 3.085 -3.588
C 0.451 -3.057 1.560
C -2.202 -2.039 3.268
C 1.853 -2.492 -2.989
B 0.202 0.430 0.222
H -2.433 -1.073 -1.024
H 2.564 -3.252 -2.666
H -2.980 -3.708 2.561
H -4.756 1.411 1.537
H -3.023 1.500 1.765
H 0.240 -3.994 2.067
H 4.404 -0.788 -0.084
H -2.964 -1.698 3.967
H -2.260 -2.138 -2.415
H 3.604 0.642 -1.569
H 0.339 -0.685 -0.190
H 2.794 -1.278 0.363
H 1.919 2.300 4.236
H 1.983 -4.056 0.832
H 2.354 -1.801 -3.664
H 0.839 2.857 -1.079
H -2.413 -1.507 2.318
H 0.783 -2.297 2.268
H -0.472 0.310 1.201
H -1.186 -1.733 3.488
H -5.031 2.609 3.311
H -2.041 2.609 -1.774
H -1.057 -2.158 -1.088
H 1.917 3.978 -2.663
H 1.302 0.852 0.442
H -4.027 0.316 2.694
H 1.074 -3.028 -3.534
H 2.819 2.513 -3.117
H -1.017 2.511 -4.389
H 1.825 2.346 2.474
H -0.469 -2.724 1.088
H -0.412 1.050 -0.590
H 1.215 -2.449 -1.147
H -1.040 4.085 -3.631
H 0.052 1.043 2.579
H 3.427 0.307 0.905
H 2.555 0.968 3.305
H -2.545 3.214 -3.776
H -1.625 -0.001 -2.895
H 3.234 3.329 -1.627



Record 3
DFT (ωB97M-V/def2-TZVPD) results for a molecular structure, C28H42CaClO18 in a non-equilibrium geometry.

As for the total charge: +1. The orbital gap comes out at 4.1788 eV. The energy above the lowest of the compared OMol25 structures with the same formula, charge and spin comes out at 7.538 eV.

Element x y z (Å)
Ca 5.660 2.468 0.980
Cl 1.498 1.667 0.094
O 3.396 -4.084 -3.932
O 0.242 -1.099 -7.318
O 0.623 1.900 1.239
O 2.234 -0.197 -6.551
O -2.637 3.829 3.831
O 2.593 0.784 6.520
O -4.416 3.664 2.396
O -3.516 0.625 -2.148
O 1.119 2.173 5.487
O 2.486 -2.931 -2.104
O 1.531 0.286 -0.410
O 4.943 -2.123 1.774
O 2.826 2.141 0.392
O -4.166 -0.412 -4.026
O -3.936 -1.589 2.980
O -2.826 -2.697 1.301
O 4.983 0.084 1.449
O 0.935 2.463 -1.010
C -1.978 -2.433 0.120
C -4.575 3.724 0.937
C -2.888 1.697 -4.195
C 1.827 -5.196 -2.267
C 1.723 -3.221 -0.907
C -0.271 0.628 4.399
C 0.918 -0.460 -6.481
C -0.153 2.084 4.756
C 3.394 -2.228 3.623
C 1.564 0.978 5.886
C -2.783 2.645 -3.012
C 4.258 -3.038 2.622
C 2.602 -3.997 -2.987
C 1.667 -0.132 -4.262
C 0.459 -0.018 -5.132
C 3.142 -0.939 2.739
C 2.756 0.238 -5.258
C -3.324 4.472 0.339
C 0.716 -0.153 5.223
C -3.165 -1.576 1.960
C 4.460 -0.928 1.964
C -1.480 -1.036 0.407
C -2.227 4.104 1.442
C -3.066 3.772 2.725
C -3.549 0.518 -3.452
C 0.926 -4.466 -1.234
C -2.530 -0.372 1.269
C -2.699 1.727 -1.808
H -3.293 0.157 0.698
H -1.912 3.299 -2.993
H -1.269 0.190 4.373
H -1.280 -0.699 -0.610
H 3.633 -3.697 2.019
H -1.859 1.514 -4.504
H 3.934 -1.933 4.523
H 2.353 -3.405 -0.037
H -4.685 2.732 0.500
H -0.003 -4.142 -1.703
H -3.025 2.075 -0.827
H -3.076 4.179 -0.682
H 0.531 -4.993 -0.365
H 1.646 0.322 -3.271
H -0.595 -0.772 0.985
H -2.148 0.304 2.034
H -2.762 -2.315 -0.628
H 1.856 -1.177 -4.014
H 0.941 -2.490 -0.700
H -3.590 5.529 0.325
H 3.140 0.051 3.195
H -1.192 -3.131 -0.171
H 3.737 -0.233 -5.320
H 4.902 -3.769 3.113
H 1.303 -5.937 -2.870
H -1.468 4.813 1.774
H -0.272 -0.735 -4.758
H -5.493 4.300 0.818
H -1.700 1.321 -1.649
H -3.445 1.979 -5.089
H 2.566 -5.883 -1.855
H 0.147 1.026 -5.161
H 2.982 1.304 -5.279
H 2.485 -2.794 3.824
H -0.058 2.786 3.928
H 0.128 -0.667 5.985
H -3.606 3.304 -2.735
H 1.225 -0.969 4.711
H -0.889 2.480 5.455
H -1.685 3.212 1.130
H 2.300 -1.059 2.057
H 0.196 0.573 3.416